(1)
Here is the molecule C14H16N2O2 from OMol25. Energies are from ωB97M-V/def2-TZVPD.

The value obtained for the energy relative to the best compared isomer or geometry (same formula, charge and spin) is 39.8 kcal/mol. The total energy comes out at -21852.5083 eV. As for the SMILES: CCc1nccn1Cc1cc(C=O)ccc1OC. The value obtained for the orbital gap is 8.53 eV. The value obtained for the HOMO energy is -8.395 eV.

The geometry in XYZ format:
```
34
C14H16N2O2 (ωB97M-V/def2-TZVPD)
C -4.808 -0.881 0.965
H -4.895 -1.883 0.556
H -5.336 -0.833 1.914
H -5.271 -0.193 0.263
C -3.340 -0.522 1.154
C -2.598 -0.591 -0.136
N -3.092 -0.983 -1.281
C -2.084 -0.878 -2.185
C -0.958 -0.413 -1.576
N -1.288 -0.236 -0.258
C -0.434 0.273 0.792
C 1.020 0.117 0.437
C 1.612 -1.130 0.464
C 2.949 -1.304 0.108
C 3.693 -0.188 -0.277
C 3.119 1.065 -0.309
C 1.780 1.235 0.043
O 1.134 2.425 0.035
C 1.835 3.585 -0.351
H 2.676 3.787 0.319
H 2.195 3.512 -1.381
H 1.114 4.398 -0.279
H 3.717 1.909 -0.613
H 4.727 -0.327 -0.551
C 3.570 -2.629 0.135
O 4.718 -2.867 -0.145
H 2.878 -3.438 0.446
H 1.023 -1.987 0.759
H -0.658 1.331 0.966
H -0.651 -0.285 1.710
H 0.022 -0.205 -1.952
H -2.236 -1.144 -3.212
H -2.881 -1.210 1.874
H -3.252 0.489 1.566
```

(2)
Here is the molecule C14H16N2O5S3 in a non-equilibrium geometry from OMol25. Energies are from ωB97M-V/def2-TZVPD.

The total energy comes out at -60499.5379 eV. As for the SMILES: O=S(=O)(Nc1cccc(S(=O)(=O)N2CCOCC2)c1)c1cccs1. The value obtained for the orbital gap is 9.42 eV. The value obtained for the HOMO energy is -9.257 eV.

The geometry in XYZ format:
```
40
C14H16N2O5S3 (ωB97M-V/def2-TZVPD)
O 4.950 0.189 1.797
S 4.241 -0.237 0.634
O 4.954 -0.684 -0.516
N 3.199 -1.459 1.153
C 2.139 -1.778 0.303
C 0.818 -1.625 0.712
C -0.200 -1.894 -0.179
C 0.053 -2.320 -1.467
C 1.372 -2.480 -1.870
C 2.409 -2.204 -0.997
H 3.437 -2.299 -1.306
H 1.592 -2.815 -2.871
H -0.777 -2.523 -2.125
S -1.860 -1.530 0.373
O -2.038 -1.990 1.717
O -2.796 -1.957 -0.630
N -1.717 0.148 0.436
C -1.870 0.803 -0.849
H -1.404 0.171 -1.605
C -3.349 1.036 -1.177
H -3.456 1.651 -2.072
O -3.990 1.741 -0.136
C -3.913 1.031 1.080
H -4.444 1.633 1.819
C -2.455 0.814 1.493
H -2.397 0.180 2.376
H -1.969 1.775 1.686
H -4.403 0.051 0.978
H -3.835 0.063 -1.333
H -1.340 1.760 -0.797
H 0.566 -1.300 1.709
H 2.935 -1.307 2.116
C 3.094 1.019 0.141
C 2.436 1.897 0.947
C 1.513 2.687 0.231
C 1.489 2.377 -1.094
S 2.589 1.120 -1.496
H 0.894 2.826 -1.864
H 0.905 3.451 0.682
H 2.631 1.978 2.001
```

(3)
Here is C14H16N3OSbSe4Zr as an isolated structure from OMol25. Energies are from ωB97M-V/def2-TZVPD.

The value obtained for the energy relative to the best compared isomer or geometry (same formula, charge and spin) is 0.0 kcal/mol. The total energy comes out at -290503.6120 eV. The value obtained for the orbital gap is 7.08 eV. The value obtained for the HOMO energy is -7.910 eV.

The geometry in XYZ format:
```
40
C14H16N3OSbSe4Zr (ωB97M-V/def2-TZVPD)
Zr -0.236 -1.228 0.476
C -4.868 0.871 1.480
C -3.987 1.750 0.600
C -4.067 1.294 -0.858
C -2.543 1.811 1.054
C -1.965 0.874 1.908
C -0.621 0.980 2.286
C 0.192 2.007 1.799
C 1.641 2.099 2.187
C -0.394 2.944 0.958
C -1.730 2.849 0.605
H -5.908 0.947 1.163
H -4.816 1.155 2.533
H -4.580 -0.179 1.389
H -4.364 2.777 0.653
H -3.702 0.270 -0.964
H -3.461 1.917 -1.518
H -5.101 1.326 -1.206
H -2.581 0.114 2.372
H -0.232 0.332 3.060
H 1.887 3.097 2.550
H 2.287 1.895 1.330
H 1.887 1.382 2.970
H 0.203 3.764 0.577
H -2.159 3.602 -0.047
Se 1.631 -2.662 -3.423
Sb -0.462 -1.586 -3.036
Se -2.601 -2.330 0.450
Se -0.211 0.455 -1.387
Se -0.984 -3.255 -0.981
N 3.117 -3.565 -0.394
C 2.328 -2.975 0.485
O 1.672 -1.931 0.107
C 2.151 -3.435 1.822
C 1.178 -2.677 2.458
N 0.346 -1.893 2.686
C 2.804 -4.570 2.350
N 3.342 -5.518 2.721
H 3.009 -3.266 -1.362
H 3.603 -4.416 -0.163
```

(4)
Here is the molecule C14H16N4O in a non-equilibrium geometry from OMol25. Energies are from ωB97M-V/def2-TZVPD.

The value obtained for the energy relative to the best compared isomer or geometry (same formula, charge and spin) is 39.7 kcal/mol. The total energy comes out at -22785.0423 eV. As for the SMILES: CN1C(=O)n2c(nc3ccccc32)NC12CCCC2. The value obtained for the orbital gap is 8.71 eV. The value obtained for the HOMO energy is -8.027 eV.

The geometry in XYZ format:
```
35
C14H16N4O (ωB97M-V/def2-TZVPD)
O 1.222 -2.302 0.374
N -2.339 0.398 0.154
C 0.707 -1.227 0.452
C -1.095 0.260 0.306
C -4.349 -2.828 -0.147
C -3.245 -3.683 -0.085
C -4.111 -1.476 -0.065
C -1.942 -3.138 0.036
C -2.833 -0.921 0.108
C -1.775 -1.803 0.011
N -0.603 -0.999 0.165
N -0.241 1.279 0.471
N 1.546 -0.219 0.880
C 2.872 -0.599 1.452
C 1.354 2.515 -1.676
C 1.962 3.276 -0.452
C 1.437 1.047 -1.284
C 1.847 2.427 0.774
C 1.220 1.060 0.279
H -5.362 -3.383 -0.432
H -3.420 -4.724 -0.082
H -4.893 -0.818 -0.302
H -0.970 -3.657 0.096
H -0.655 2.195 0.174
H 3.729 -0.460 0.729
H 3.002 -0.039 2.397
H 2.943 -1.612 1.926
H 0.379 2.904 -1.891
H 1.875 2.593 -2.603
H 1.515 4.275 -0.396
H 2.989 3.572 -0.652
H 0.682 0.418 -1.783
H 2.427 0.670 -1.593
H 2.830 2.096 1.128
H 1.294 2.903 1.530
```

(5)
Here is the molecule C14H16N4O3 from OMol25. Energies are from ωB97M-V/def2-TZVPD.

The value obtained for the energy relative to the best compared isomer or geometry (same formula, charge and spin) is 53.0 kcal/mol. The total energy comes out at -26880.8648 eV. As for the SMILES: CCOC(=O)Cn1nc(C)cc1NC(=O)c1cccnc1. The value obtained for the orbital gap is 9.11 eV. The value obtained for the HOMO energy is -8.831 eV.

The geometry in XYZ format:
```
37
C14H16N4O3 (ωB97M-V/def2-TZVPD)
C -3.341 0.285 -2.624
C -2.158 -0.456 -2.021
H -2.445 -1.477 -1.751
H -1.311 -0.476 -2.710
O -1.671 0.210 -0.853
C -2.299 -0.042 0.297
O -3.207 -0.819 0.419
C -1.705 0.741 1.458
N -0.764 1.748 1.071
C 0.437 1.630 0.455
C 0.905 2.911 0.235
C -0.086 3.752 0.768
N -1.078 3.031 1.259
C -0.097 5.237 0.819
H -0.021 5.652 -0.185
H -1.021 5.575 1.277
H 0.747 5.602 1.402
H 1.827 3.194 -0.229
N 1.031 0.432 0.062
C 1.066 -0.741 0.751
O 0.592 -0.890 1.861
C 1.723 -1.860 0.018
C 1.259 -3.156 0.239
C 1.859 -4.208 -0.428
C 2.909 -3.925 -1.291
N 3.377 -2.704 -1.484
C 2.806 -1.701 -0.844
H 3.263 -0.733 -1.017
H 3.406 -4.707 -1.849
H 1.522 -5.223 -0.284
H 0.439 -3.311 0.925
H 1.532 0.482 -0.813
H -1.232 0.012 2.131
H -2.515 1.244 1.992
H -3.644 -0.201 -3.547
H -4.178 0.275 -1.929
H -3.070 1.317 -2.836
```

(6)
Here is the molecule C14H16N4O3 in a non-equilibrium geometry from OMol25. Energies are from ωB97M-V/def2-TZVPD.

The value obtained for the energy relative to the best compared isomer or geometry (same formula, charge and spin) is 134.4 kcal/mol. The total energy comes out at -26877.3350 eV. As for the SMILES: O=[N+]([O-])c1ccc(-c2nnc(CNC3CCCC3)o2)cc1. The value obtained for the orbital gap is 8.26 eV. The value obtained for the HOMO energy is -9.235 eV.

The geometry in XYZ format:
```
37
C14H16N4O3 (ωB97M-V/def2-TZVPD)
O 6.718 2.249 -0.039
N 6.730 1.039 0.037
O 7.731 0.360 0.116
C 5.458 0.357 0.032
C 4.289 1.103 -0.062
C 3.073 0.452 -0.070
C 3.029 -0.941 0.016
C 4.211 -1.680 0.113
C 5.427 -1.032 0.120
H 6.356 -1.575 0.193
H 4.145 -2.754 0.180
C 1.765 -1.638 0.006
N 1.580 -2.921 0.106
N 0.260 -3.139 0.056
C -0.316 -1.986 -0.075
O 0.583 -0.982 -0.118
C -1.769 -1.720 -0.209
N -2.122 -0.463 0.411
H -1.565 0.292 0.022
C -3.531 -0.119 0.341
C -4.005 0.384 -1.044
C -4.109 1.901 -0.900
H -3.123 2.360 -0.996
C -4.623 2.071 0.526
H -5.687 1.830 0.562
H -4.487 3.082 0.906
C -3.822 1.039 1.319
H -2.871 1.464 1.644
H -4.352 0.696 2.204
H -4.767 2.346 -1.644
H -4.986 -0.033 -1.275
H -3.320 0.088 -1.839
H -4.082 -1.019 0.630
H -2.306 -2.532 0.290
H -2.019 -1.773 -1.288
H 2.154 1.014 -0.141
H 4.353 2.178 -0.127
```

Question: What is the formula in the third record?
Answer: C14H16N3OSbSe4Zr